Record 1
Density functional theory data (wB97M-V/def2-TZVPD) for C3H4F2OS as an isolated structure.

XYZ file:
```
11
Properties=species:S:1:pos:R:3:forces:R:3:lowdin_charge:R:1
C -0.136 0.881 -0.788 -0.061 -0.535 -1.107 -0.18
C 0.603 -0.385 -0.056 -0.383 2.180 2.013 -0.72
C 0.021 -0.552 1.354 0.997 -0.467 1.472 -0.30
H -0.985 -0.346 -2.610 -1.258 2.688 5.170 0.24
H -0.692 1.841 0.042 1.961 -3.522 -2.867 0.22
H 0.759 1.298 -1.532 -2.845 -0.707 1.838 0.14
H -1.019 -0.815 1.282 -0.616 0.454 0.507 0.14
O -1.353 0.182 -1.562 3.808 -0.533 -2.992 -0.27
F 0.252 0.713 2.028 -0.511 -2.807 -0.936 -0.03
F 0.577 -1.650 2.165 -0.880 2.978 -1.911 -0.07
S 1.972 -1.167 -0.321 -0.213 0.269 -1.188 0.83
```
Positions in Å, forces in eV/Å.

Molecular weight   126.13 g mol⁻¹
Lowest unoccupied orbital energy   -1.098 eV
E   -21488.7327 eV
Largest force on an atom   6.0 eV/A

***

Record 2
Density functional theory data (wB97M-V/def2-TZVPD) for C6H6N2O2 as an isolated structure.

XYZ file:
```
16
Properties=species:S:1:pos:R:3:forces:R:3:lowdin_charge:R:1
O 0.707 1.634 -1.272 0.059 -0.726 1.024 0.15
C 0.456 0.844 -0.391 -1.115 -0.461 -1.654 -0.38
C 1.352 -0.360 -0.083 4.602 1.838 0.244 -0.45
N 1.791 -0.575 1.147 -0.951 -0.481 -0.332 0.11
N -0.617 0.949 0.451 -0.314 0.292 0.742 0.00
C -1.938 1.388 0.110 -0.078 0.180 -0.182 -0.03
C -1.703 0.003 0.655 0.004 -0.206 0.136 -0.24
C -1.812 -1.145 -0.221 0.025 -0.893 -0.640 -0.08
C -1.855 -2.115 -0.944 0.008 0.831 0.271 0.15
H -2.382 2.133 0.771 0.134 -0.174 -0.217 0.12
H -2.166 1.479 -0.954 0.063 -0.052 0.309 0.13
H -1.949 -0.182 1.703 0.066 0.033 -0.307 0.14
H -1.910 -2.910 -1.666 0.033 0.254 0.419 0.04
O 2.342 -0.613 -0.847 -0.789 -0.689 -1.033 -0.03
H 1.117 -0.367 1.875 0.619 -0.257 0.743 0.08
H 2.916 -0.948 0.500 -2.366 0.510 0.476 0.29
```
Positions in Å, forces in eV/Å.

Molecular weight   138.13 g mol⁻¹
Lowest unoccupied orbital energy   0.117 eV
E   -13388.9110 eV
Largest force on an atom   5.0 eV/A